The following is a quantum chemistry calculation of a molecular structure, C30H52BCl2MnN11O2 at a distorted geometry, from the OMol25 dataset.

Cartesian coordinates (Å):
Mn1 -8.337 -14.204 10.874
C1 -8.729 -14.214 6.297
C2 -9.732 -14.878 7.228
C3 -11.060 -14.960 6.988
C4 -11.662 -15.746 8.029
N1 -10.719 -16.060 8.884
N2 -9.537 -15.532 8.412
B1 -8.178 -16.256 8.753
N3 -8.303 -16.826 10.224
N4 -8.019 -16.102 11.274
C5 -8.278 -16.873 12.364
C6 -8.710 -18.142 11.910
C7 -8.761 -18.048 10.548
C8 -9.245 -19.017 9.542
C9 -7.913 -16.493 13.769
C10 -8.907 -15.505 14.306
C11 -6.502 -15.951 13.609
C12 -7.843 -17.715 14.599
N5 -6.898 -15.359 8.718
N6 -6.794 -14.302 9.513
C13 -5.671 -13.597 9.159
C14 -5.058 -14.257 8.151
C15 -5.838 -15.367 7.877
C16 -5.580 -16.382 6.845
C17 -5.082 -12.368 9.810
C18 -5.935 -11.110 9.725
C19 -3.717 -12.034 9.107
C20 -4.778 -12.527 11.321
C21 -13.102 -16.083 8.241
C22 -13.509 -17.072 7.203
C23 -13.853 -14.699 8.040
C24 -13.339 -16.577 9.640
H1 -9.334 -13.589 5.669
H2 -8.302 -14.989 5.594
H3 -7.907 -13.713 6.777
H4 -11.569 -14.591 6.058
H5 -8.052 -17.134 7.941
H6 -8.891 -19.024 12.549
H7 -9.485 -19.943 10.045
H8 -8.566 -19.142 8.672
H9 -10.113 -18.531 9.126
H10 -8.988 -14.671 13.614
H11 -8.550 -15.115 15.285
H12 -9.891 -16.008 14.486
H13 -6.444 -14.945 13.163
H14 -5.896 -16.615 13.002
H15 -5.969 -15.928 14.634
H16 -8.824 -18.210 14.953
H17 -7.332 -17.591 15.534
H18 -7.392 -18.574 14.072
H19 -4.181 -14.090 7.574
H20 -4.954 -15.889 6.137
H21 -6.398 -16.595 6.202
H22 -5.135 -17.270 7.258
H23 -6.151 -10.873 8.710
H24 -5.315 -10.246 10.094
H25 -6.913 -11.025 10.210
H26 -3.813 -11.939 8.002
H27 -2.996 -12.832 9.257
H28 -3.329 -11.088 9.586
H29 -5.589 -12.891 11.945
H30 -4.512 -11.563 11.704
H31 -3.931 -13.203 11.472
H32 -13.530 -16.631 6.228
H33 -14.523 -17.522 7.365
H34 -12.820 -17.931 7.112
H35 -13.661 -14.422 7.004
H36 -13.485 -13.964 8.748
H37 -14.941 -14.899 8.152
H38 -12.589 -17.304 9.883
H39 -14.315 -17.121 9.662
H40 -13.265 -15.710 10.354
C25 -9.360 -10.414 8.335
N7 -10.504 -10.971 9.066
C26 -11.816 -10.382 8.780
C27 -10.281 -12.130 9.718
N8 -9.164 -12.797 9.656
N9 -11.224 -12.531 10.654
C28 -11.298 -13.758 11.248
N10 -12.499 -14.036 11.792
N11 -10.255 -14.558 11.369
H41 -8.499 -10.509 8.956
H42 -9.620 -9.327 8.252
H43 -9.169 -10.759 7.327
H44 -12.539 -11.113 8.251
H45 -11.684 -9.583 8.082
H46 -12.366 -10.018 9.657
H47 -8.573 -12.481 8.868
H48 -11.812 -11.803 11.073
H49 -13.300 -13.864 11.216
H50 -12.531 -14.817 12.438
H51 -10.419 -15.562 11.466
Cl1 -9.188 -11.013 14.808
C29 -7.799 -10.886 13.678
Cl2 -8.012 -9.762 12.381
C30 -7.409 -12.322 13.209
O1 -6.530 -12.893 13.835
O2 -7.966 -12.749 12.144
H52 -6.982 -10.556 14.292

Atoms 1-3, force components in eV/Å:
-0.3827 0.7571 -0.8655
-0.3091 -2.1547 -0.1679
0.1879 -0.0478 0.3634

Relative energy (zero: lowest compared OMol25 entry of this formula, charge and spin)   94.3 kJ/mol
2S+1   5
HOMO level (spin up / spin down)   -11.205 / -11.216 eV
Total charge   +1
Expectation value of S²   6.049
Kohn-Sham gap (spin up / spin down)   7.2 / 8.2 eV


The following is a quantum chemistry calculation of 11 unconnected molecules or ions with the total composition C30H52Br20N2O3 at a distorted geometry, from the OMol25 dataset.

Cartesian coordinates (Å):
N1 1.018 5.839 0.018
C1 1.063 5.594 -1.392
O1 1.698 6.246 -2.170
O2 0.341 4.525 -1.727
C2 -0.104 4.449 -3.091
C3 0.716 3.469 -3.937
C4 2.193 3.803 -3.989
O3 2.632 4.436 -4.894
N2 3.062 3.357 -2.926
C5 2.810 1.985 -2.559
C6 2.150 1.685 -1.327
C7 1.903 0.331 -0.969
C8 2.297 -0.697 -1.881
C9 2.939 -0.395 -3.118
C10 3.211 0.947 -3.460
H1 0.938 6.847 0.101
H2 1.931 5.586 0.390
H3 -0.143 5.422 -3.576
H4 -1.113 4.044 -3.035
H5 0.505 2.460 -3.583
H6 0.357 3.527 -4.965
H7 2.916 3.952 -2.118
H8 1.855 2.518 -0.698
H9 1.399 0.084 -0.037
H10 2.110 -1.738 -1.627
H11 3.210 -1.199 -3.790
H12 3.701 1.254 -4.375
Br1 -0.540 -2.300 -4.708
C11 0.683 -2.462 -6.217
C12 1.518 -3.712 -6.206
Br2 2.990 -3.617 -4.936
H13 1.281 -1.555 -6.211
H14 0.034 -2.463 -7.090
H15 1.991 -3.834 -7.177
H16 0.948 -4.605 -5.959
Br3 -1.933 -5.237 -8.692
C13 -2.942 -6.029 -7.229
C14 -2.430 -5.556 -5.896
Br4 -0.754 -6.421 -5.424
H17 -2.875 -7.106 -7.346
H18 -3.971 -5.709 -7.376
H19 -3.126 -5.817 -5.101
H20 -2.244 -4.486 -5.877
Br5 2.255 1.313 -6.803
C15 1.259 2.015 -8.320
C16 -0.164 1.530 -8.367
Br6 -0.289 -0.296 -9.025
H21 1.816 1.750 -9.213
H22 1.284 3.095 -8.184
H23 -0.738 2.123 -9.075
H24 -0.649 1.553 -7.396
Br7 -0.921 -0.417 0.028
C17 -1.913 -1.171 1.531
C18 -1.890 -0.237 2.710
Br8 -0.157 -0.273 3.588
H25 -1.465 -2.136 1.749
H26 -2.934 -1.312 1.180
H27 -2.612 -0.545 3.464
H28 -2.079 0.794 2.427
Br9 3.003 0.809 1.814
C19 3.997 1.568 3.303
C20 3.618 3.009 3.522
Br10 4.402 4.177 2.172
H29 5.050 1.434 3.080
H30 3.732 0.977 4.178
H31 4.001 3.367 4.475
H32 2.545 3.165 3.481
Br11 -0.437 -6.547 1.079
C21 -0.921 -5.639 -0.571
C22 0.263 -5.433 -1.476
Br12 1.405 -3.990 -0.854
H33 -1.390 -4.702 -0.285
H34 -1.656 -6.283 -1.049
H35 -0.066 -5.131 -2.467
H36 0.888 -6.316 -1.557
Br13 -2.588 1.373 -4.938
C23 -3.402 -0.017 -3.855
C24 -4.896 0.148 -3.764
Br14 -5.396 1.586 -2.551
H37 -2.914 0.018 -2.886
H38 -3.152 -0.952 -4.353
H39 -5.352 -0.749 -3.352
H40 -5.349 0.378 -4.723
Br15 2.528 1.348 7.142
C25 0.911 1.482 8.221
C26 -0.330 1.321 7.390
Br16 -0.718 2.932 6.373
H41 0.953 2.435 8.734
H42 0.988 0.674 8.946
H43 -1.199 1.165 8.027
H44 -0.256 0.508 6.675
Br17 -3.864 0.417 10.003
C27 -3.889 2.068 11.035
C28 -2.999 3.113 10.421
Br18 -1.122 2.735 10.757
H45 -3.593 1.810 12.047
H46 -4.925 2.400 11.031
H47 -3.185 4.087 10.867
H48 -3.114 3.182 9.343
Br19 0.365 -2.156 7.944
C29 -0.048 -3.199 9.533
C30 0.642 -2.652 10.755
Br20 2.535 -3.092 10.775
H49 0.235 -4.224 9.316
H50 -1.127 -3.136 9.650
H51 0.229 -3.101 11.655
H52 0.570 -1.572 10.823

Atoms 1-3, force components in eV/Å:
-0.0987 -0.2099 -0.3401
0.2137 -0.1258 0.5575
-0.0324 0.3728 -0.5650

HOMO level   -8.050 eV
SMILES   NC(=O)OCCC(=O)Nc1ccccc1.BrCCBr.BrCCBr.BrCCBr.BrCCBr.BrCCBr.BrCCBr.BrCCBr.BrCCBr.BrCCBr.BrCCBr
Kohn-Sham gap   8.0 eV


The following is a quantum chemistry calculation of a molecular structure, C30H52BrN3NiP2S at a distorted geometry, from the OMol25 dataset.

Cartesian coordinates (Å):
N1 6.957 -0.432 -0.506
C1 6.333 -0.850 0.591
C2 4.929 -0.940 0.699
C3 4.111 -0.630 -0.423
C4 4.798 -0.201 -1.585
C5 6.206 -0.118 -1.563
C6 2.659 -0.880 -0.412
Ni1 0.781 -0.020 -0.746
P1 -2.606 -0.665 -1.693
C7 1.894 -1.260 -1.607
C8 1.175 -2.558 -1.580
C9 0.714 -3.127 -2.798
C10 -0.035 -4.296 -2.761
C11 -0.401 -4.824 -1.512
C12 0.130 -4.341 -0.313
C13 0.992 -3.254 -0.368
Br1 -1.566 -6.269 -1.418
H1 2.293 -1.194 0.588
H2 2.328 -0.963 -2.573
H3 4.492 -1.309 1.622
H4 4.263 0.028 -2.503
H5 6.990 -1.146 1.415
H6 6.733 0.195 -2.463
H7 0.947 -2.635 -3.749
H8 1.485 -2.897 0.539
H9 -0.385 -4.787 -3.661
H10 -0.106 -4.788 0.646
P2 0.767 2.120 -0.612
C14 -2.440 -2.418 -1.249
C15 -3.392 -3.278 -2.075
H11 -2.627 -2.530 -0.172
H12 -1.385 -2.642 -1.423
H13 -3.254 -4.338 -1.841
H14 -4.431 -3.015 -1.848
H15 -3.219 -3.163 -3.150
C16 -1.447 -0.366 -3.068
C17 -2.270 -0.205 -4.353
H16 -0.742 -1.212 -3.140
H17 -0.877 0.557 -2.849
H18 -1.607 -0.062 -5.215
H19 -2.897 -1.091 -4.536
H20 -2.936 0.667 -4.278
C18 -2.193 0.191 -0.162
C19 -3.446 0.556 0.637
H21 -1.682 1.102 -0.525
H22 -1.486 -0.415 0.433
H23 -3.213 1.384 1.316
H24 -4.271 0.875 -0.013
H25 -3.811 -0.286 1.241
C20 -0.385 2.995 0.559
C21 -0.540 4.499 0.397
H26 -0.037 2.722 1.566
H27 -1.374 2.533 0.462
H28 0.318 5.055 0.785
H29 -0.693 4.769 -0.650
H30 -1.433 4.832 0.947
C22 0.208 2.808 -2.239
C23 0.914 2.060 -3.357
H31 0.457 3.887 -2.258
H32 -0.888 2.724 -2.299
H33 1.870 2.536 -3.624
H34 1.136 1.011 -3.080
H35 0.285 2.035 -4.256
C24 2.345 3.099 -0.551
C25 2.877 3.550 0.815
H36 2.251 3.982 -1.214
H37 3.078 2.435 -1.037
H38 3.983 3.547 0.788
H39 2.570 4.582 1.045
H40 2.556 2.894 1.638
C26 -0.999 -2.069 2.854
N2 -1.601 -0.949 3.574
C27 -2.303 -1.324 4.808
C28 -0.961 0.268 3.537
S1 0.503 0.473 2.715
N3 -1.552 1.290 4.234
C29 -3.011 1.409 4.345
C30 -0.811 2.531 4.441
H41 -1.754 -2.859 2.719
H42 -0.140 -2.458 3.418
H43 -0.649 -1.728 1.879
H44 -2.119 -0.597 5.606
H45 -3.385 -1.424 4.622
H46 -1.922 -2.301 5.140
H47 -3.336 1.108 5.352
H48 -3.275 2.465 4.225
H49 -3.559 0.816 3.600
H50 0.208 2.289 4.762
H51 -0.766 3.136 3.528
H52 -1.316 3.098 5.225

Atoms 1-3, force components in eV/Å:
-0.3318 -0.0243 -0.1743
-0.5936 -0.0655 0.0403
-0.1593 0.0898 -0.6278

Relative energy (zero: lowest compared OMol25 entry of this formula, charge and spin)   424.7 kJ/mol
2S+1   3
HOMO level (spin up / spin down)   -13.316 / -13.356 eV
Total charge   +2
Expectation value of S²   2.025
Kohn-Sham gap (spin up / spin down)   6.7 / 4.3 eV


The following is a quantum chemistry calculation of 11 unconnected molecules or ions with the total composition C30H52F6O30P at a distorted geometry, from the OMol25 dataset.

Cartesian coordinates (Å):
P1 0.296 1.388 -0.694
F1 1.130 2.111 -1.918
F2 -1.072 1.772 -1.522
F3 0.275 -0.018 -1.551
F4 -0.588 0.634 0.403
F5 1.727 0.940 -0.126
F6 0.262 2.769 0.160
C1 2.640 -0.425 -3.609
C2 3.343 0.936 -3.856
O1 3.972 1.211 -2.619
C3 4.117 0.052 -1.975
O2 4.817 -0.114 -1.015
O3 3.475 -0.940 -2.584
H1 2.726 -1.019 -4.518
H2 1.585 -0.260 -3.404
H3 2.645 1.733 -4.105
H4 4.089 0.848 -4.651
C4 0.812 5.482 -1.296
C5 -0.662 5.659 -0.896
O4 -0.699 6.947 -0.289
C6 0.496 7.570 -0.474
O5 0.724 8.718 -0.206
O6 1.338 6.819 -1.149
H5 0.950 4.961 -2.236
H6 1.362 5.004 -0.481
H7 -0.892 4.933 -0.122
H8 -1.234 5.548 -1.817
C7 1.745 0.960 2.812
C8 0.751 2.036 3.338
O7 0.396 1.547 4.633
C9 1.136 0.459 4.951
O8 1.033 -0.092 6.000
O9 1.997 0.174 3.971
H9 2.630 1.405 2.383
H10 1.141 0.439 2.075
H11 -0.170 2.018 2.766
H12 1.331 2.958 3.316
C10 3.796 3.430 0.794
C11 4.999 2.667 1.253
O10 5.744 3.745 1.867
C12 5.397 4.917 1.279
O11 5.978 5.945 1.289
O12 4.213 4.752 0.610
H13 3.032 3.292 1.564
H14 3.460 2.924 -0.115
H15 5.635 2.341 0.428
H16 4.753 1.832 1.903
C13 -1.816 -1.973 -8.612
O13 -2.202 -1.114 -7.564
C14 -1.387 -1.034 -6.522
O14 -0.414 -1.695 -6.288
O15 -1.905 -0.116 -5.704
C15 -1.139 0.328 -4.608
H17 -1.751 -3.032 -8.362
H18 -0.849 -1.687 -9.035
H19 -2.536 -1.862 -9.420
H20 -0.324 1.010 -4.856
H21 -0.697 -0.506 -4.058
H22 -1.770 0.819 -3.871
C16 -5.309 0.050 5.371
O16 -4.628 -0.875 4.542
C17 -3.290 -0.817 4.511
O17 -2.566 -0.447 5.387
O18 -2.932 -1.228 3.315
C18 -1.581 -1.222 2.916
H23 -5.816 0.775 4.728
H24 -4.668 0.595 6.059
H25 -6.116 -0.460 5.895
H26 -1.484 -1.272 1.839
H27 -1.042 -2.052 3.387
H28 -1.025 -0.380 3.335
C19 -3.326 -0.903 -0.940
O19 -4.124 -2.064 -0.711
C20 -3.475 -3.106 -0.182
O20 -2.283 -3.183 -0.014
O21 -4.357 -4.025 0.123
C21 -3.899 -5.162 0.865
H29 -2.416 -1.120 -1.497
H30 -3.138 -0.429 0.023
H31 -3.945 -0.227 -1.529
H32 -4.715 -5.862 0.984
H33 -3.461 -4.817 1.802
H34 -3.055 -5.578 0.310
C22 -6.342 -0.503 1.588
O22 -5.075 0.082 1.835
C23 -4.845 1.275 1.285
O23 -5.645 2.006 0.775
O24 -3.552 1.543 1.480
C24 -3.081 2.796 0.994
H35 -6.623 -1.115 2.446
H36 -6.271 -1.128 0.699
H37 -7.127 0.253 1.543
H38 -3.565 3.702 1.364
H39 -3.239 2.740 -0.084
H40 -2.029 2.809 1.263
C25 2.402 -2.182 0.772
O25 2.852 -2.652 2.042
C26 3.672 -1.964 2.796
O26 4.131 -0.888 2.488
O27 3.785 -2.634 3.956
C27 4.529 -1.988 5.002
H41 1.352 -1.908 0.841
H42 2.532 -3.008 0.075
H43 2.960 -1.352 0.345
H44 4.692 -2.713 5.795
H45 3.823 -1.267 5.421
H46 5.443 -1.553 4.608
C28 3.203 -6.310 -1.510
O28 2.736 -5.040 -1.937
C29 1.413 -4.809 -1.899
O29 0.613 -5.569 -1.430
O30 1.200 -3.619 -2.401
C30 -0.057 -2.984 -2.110
H47 3.140 -7.038 -2.321
H48 2.661 -6.702 -0.650
H49 4.240 -6.107 -1.254
H50 0.001 -2.715 -1.059
H51 -0.887 -3.680 -2.216
H52 -0.232 -2.114 -2.731

Atoms 1-3, force components in eV/Å:
-0.3156 -0.5852 -2.9737
-0.2966 0.2444 0.3367
0.0762 0.5335 0.7213

HOMO level   -8.601 eV
Total charge   -1
Kohn-Sham gap   10.6 eV